[1]
104
Properties=species:S:1:pos:R:3:forces:R:3 method="wB97M-V/def2-TZVPD" orbital_gap_ev="5.1 / 5.6" spin_multiplicity=2 largest_force_ev_per_a=2.0 total_charge=+1
H -4.75909 -1.30176 -1.48813 -0.01 -0.01 0.00
F 1.27761 -1.64144 -2.85071 0.03 -0.12 0.03
H -0.14989 0.55367 -2.79757 -0.03 -0.05 -0.08
Ir 0.37933 0.30347 -0.50410 0.00 0.40 -0.48
C 3.81638 2.81767 1.73326 0.12 0.11 0.04
H -0.48566 3.98369 3.66738 0.01 0.04 0.04
H 0.96138 3.99708 -2.19894 0.07 0.03 0.18
F 1.99671 -3.62523 -3.26251 0.05 -0.02 0.16
S -1.64990 2.06139 0.18427 1.87 -0.80 -0.04
H 7.11424 1.69517 -1.53974 0.00 0.01 0.00
H -6.23622 2.68455 -1.18316 0.02 0.05 -0.02
C -2.07200 0.98169 -3.66134 -0.02 -0.10 -0.08
H -2.98590 -3.57821 0.96326 -0.06 -0.02 -0.02
N 2.62322 0.17403 -1.13350 -1.25 0.15 1.02
O 0.23891 0.39655 1.85376 0.43 -0.39 -0.27
H 1.99408 -1.12689 2.80660 0.02 -0.03 0.00
H 7.25843 0.12788 -2.32043 0.01 -0.01 0.00
F 3.28885 -4.49385 -0.81010 -0.14 0.01 0.03
H -2.62390 -2.09958 -3.03955 -0.05 -0.06 -0.03
H -1.32332 4.67503 -2.84564 0.04 0.01 -0.02
C 6.87217 0.63675 -1.43657 0.02 0.01 -0.01
H 2.95734 -0.79765 0.64935 -0.05 0.16 -0.05
H 0.35487 -0.40973 4.56013 -0.08 0.04 0.00
H -3.82216 -0.17247 1.76273 0.00 0.00 0.02
C -2.33135 -1.84036 4.30176 0.00 0.04 0.01
C -1.12700 -2.17290 2.24534 0.06 -0.06 -0.11
H -2.26779 -0.05095 -3.92256 0.01 0.01 -0.01
C 2.33479 -0.61102 3.70514 -0.02 -0.02 -0.02
H 2.38926 1.31680 1.24254 0.06 -0.03 0.00
C 1.29830 -3.11754 -0.97048 0.12 -0.02 -0.77
H 3.19464 0.01173 3.45286 0.04 -0.01 0.00
C -1.52503 3.63792 -3.08387 0.08 -0.11 0.09
C 0.54871 3.04046 -1.89648 -0.03 -0.41 0.18
C 2.76080 2.29851 1.00545 -0.06 0.07 -0.34
H -1.32093 1.11237 4.41862 0.08 -0.09 -0.05
H 2.49507 1.12903 -2.95540 -0.02 0.03 0.05
H 4.04606 5.81390 0.20628 0.02 0.00 0.00
C 1.19721 0.21861 4.27707 0.07 0.25 -0.33
H 0.04021 3.17463 5.15037 -0.01 0.07 0.04
C -2.74743 -2.69946 -0.98356 0.48 -0.24 -0.62
C -0.90351 1.32022 -2.99999 0.21 0.27 -0.09
C 3.17332 0.76095 -2.19673 -0.10 0.24 -0.34
C -4.21903 -4.86061 -1.91333 0.00 0.01 0.05
F -0.54299 -4.50373 -0.34997 0.08 0.05 -0.03
F 3.03406 -2.94675 0.67929 0.00 -0.15 -0.07
C -5.42936 1.97474 -1.06103 -0.08 -0.19 0.09
F 3.23566 -2.26675 -2.16022 -0.06 0.01 0.04
H -0.29412 -2.59801 1.70039 -0.01 -0.02 0.02
F -0.48647 -3.80311 -2.39642 0.16 -0.03 0.06
F 1.81412 -4.71545 0.75243 0.00 0.13 -0.02
H -4.03893 3.42281 -0.28572 -0.05 0.06 -0.08
H 7.38387 0.24914 -0.55855 0.01 -0.01 -0.01
C 4.80344 -0.17187 -0.23883 0.02 -0.11 -0.26
C -3.95688 -4.72740 -0.55804 -0.09 0.00 -0.10
C -4.58467 -0.26786 -1.22955 -0.06 -0.26 0.13
C -0.62355 2.65081 -2.67328 -0.18 -0.22 -0.34
C 2.37942 -3.83642 -0.08454 0.12 0.09 0.24
C -5.61308 0.64427 -1.41052 -0.03 0.05 0.02
H 2.65479 -1.36720 4.42020 0.02 0.04 0.06
As -1.87302 -1.09186 -0.33879 -0.65 1.47 1.11
H -6.55960 0.30726 -1.80919 -0.01 0.01 -0.04
C -4.21279 2.38869 -0.55308 0.29 0.04 0.10
C 1.07256 2.39374 -0.84226 -1.09 -0.64 -0.63
H 2.21303 4.90822 -1.06338 -0.02 0.00 -0.01
C -3.21307 -3.65447 -0.09115 0.14 0.17 0.23
H -1.66753 3.54125 4.90729 0.00 0.02 0.01
H 1.51036 0.83804 5.11825 -0.04 0.02 0.04
C 2.16557 2.99242 -0.05185 0.30 -0.21 0.78
C 1.96879 -2.67403 -2.32669 0.08 0.15 -0.29
H -0.56369 -3.04542 4.11605 0.00 -0.02 -0.01
C -3.24083 -1.03193 3.63677 -0.02 0.01 0.04
C -2.04556 -1.36827 1.57741 0.10 -0.04 0.07
C -2.69325 3.29793 -3.74248 -0.04 -0.07 -0.06
H -3.92683 -4.02214 -3.86859 -0.01 0.02 -0.01
C -3.36325 0.12721 -0.69697 0.00 0.13 -0.38
H -4.06654 -0.58003 4.17080 -0.01 -0.02 0.02
C -0.75409 3.22757 4.40449 0.03 -0.11 0.02
H 5.40806 -0.56675 0.56592 -0.01 -0.02 0.02
H -3.88275 1.70613 -4.55496 -0.02 -0.02 0.01
C 3.43079 -0.29763 -0.18376 0.11 -0.08 0.25
C -3.10196 -0.79809 2.27598 -0.02 0.06 -0.20
O 0.70422 -2.09772 -0.30819 -0.17 0.92 0.39
H 4.26418 2.23287 2.52720 -0.01 -0.02 0.03
H -4.79241 -5.70299 -2.27565 0.00 -0.02 0.01
H 5.14080 4.49147 1.99264 -0.01 0.00 0.04
H -4.32627 -5.46235 0.14404 0.01 -0.01 0.01
C -1.27640 -2.41285 3.60183 -0.01 0.00 0.02
C -3.01087 -2.83501 -2.34317 0.16 0.18 -0.03
C 3.69937 4.81472 0.43427 0.02 0.04 -0.05
H -2.44214 -2.01977 5.36351 -0.01 -0.04 0.00
C 4.30574 4.07938 1.44318 -0.02 -0.05 0.01
H 4.93083 1.40371 -3.21201 -0.04 0.01 -0.03
H -1.66935 1.95856 2.90284 0.06 -0.09 -0.12
C -2.97564 1.96753 -4.02720 0.02 0.04 0.01
C 0.27215 -4.22536 -1.37130 -0.25 -0.18 0.04
F 0.85078 -5.37143 -1.74550 0.00 0.10 0.09
S 0.61050 1.35467 2.96810 -0.69 -0.21 0.73
C 2.64997 4.28862 -0.29439 -0.15 -0.06 -0.14
H -3.38684 4.07041 -4.04672 -0.01 0.02 0.02
C 5.39206 0.45074 -1.33347 -0.14 0.08 0.12
C -3.73942 -3.91423 -2.80885 -0.04 0.03 -0.02
C -0.96838 1.87939 3.73015 0.33 0.12 0.04
C -3.16899 1.47216 -0.39784 -0.02 -0.38 -0.22
C 4.53465 0.91835 -2.33073 -0.02 -0.17 0.03

=====

[2]
12
Properties=species:S:1:pos:R:3:forces:R:3 method="wB97M-V/def2-TZVPD" orbital_gap_ev=10.8 spin_multiplicity=1 largest_force_ev_per_a=2.1 total_charge=0
H -2.20541 -0.52980 -0.96116 0.71 0.09 0.17
H -1.27431 -2.02121 -0.49155 0.21 0.15 0.07
H 1.81182 0.21050 -0.88553 0.15 0.39 0.20
N -1.24672 -0.48826 1.01358 0.47 0.05 0.21
C -1.39126 -0.95019 -0.34943 0.43 -0.11 -0.16
C -0.20085 -0.09502 0.07577 0.90 0.06 -0.04
C -0.10535 1.27678 -0.39392 0.46 0.83 -0.27
C 1.71737 -0.05048 0.16185 -1.05 -0.25 0.04
H 2.65552 -0.61750 0.40202 -1.73 -1.07 0.26
H -1.92672 0.23539 1.26379 0.63 -0.06 -0.14
N 0.45462 2.24884 -0.69093 -1.38 -0.30 0.03
H 1.71129 0.78095 0.85550 0.21 0.24 -0.36

=====

[3]
13
Properties=species:S:1:pos:R:3:forces:R:3 method="wB97M-V/def2-TZVPD" smiles="C=C=C(C)OC=O" orbital_gap_ev=9.5 spin_multiplicity=1 largest_force_ev_per_a=1.8 total_charge=0
H 0.42777 0.15578 2.58995 -0.02 -0.04 -0.10
C 0.92043 -0.38544 1.77888 -0.07 0.01 0.10
C 0.33339 -0.09501 0.43899 0.30 -0.22 -0.13
C -0.53887 -1.36177 -1.58187 -0.22 0.68 0.12
H -0.14094 -1.94346 -2.42030 -0.28 0.47 0.30
H 1.97500 -0.08006 1.75660 -0.17 -0.04 0.11
O -1.67916 1.13339 -1.04452 0.43 0.50 0.52
C 0.13432 -0.95013 -0.54211 -0.03 0.25 0.01
O 0.26728 1.29009 0.15803 0.27 0.01 -0.13
C -0.74434 1.75076 -0.60377 -0.37 -0.08 -0.19
H -1.48445 -0.76104 -1.54295 0.11 -1.68 -0.60
H -0.60927 2.82821 -0.76377 0.12 -0.07 0.05
H 0.89177 -1.46130 1.97693 -0.05 0.21 -0.06

=====

[4]
14
Properties=species:S:1:pos:R:3:forces:R:3 method="wB97M-V/def2-TZVPD" smiles=C1C[C@@H]2O[C@@H]2C1 orbital_gap_ev=10.4 spin_multiplicity=1 largest_force_ev_per_a=2.7 total_charge=0
H -1.83638 -1.19241 0.03837 -0.04 -0.40 -0.19
C -0.91468 0.62459 0.68704 -0.35 -0.46 -0.05
C -1.07804 -0.48783 -0.29130 -0.13 -0.47 0.14
H 0.10160 2.05086 0.21619 1.92 1.77 0.71
H -1.74538 1.30803 0.90813 0.33 -0.11 -0.39
C 0.32949 -1.07241 -0.40638 0.01 -0.25 -0.05
H 1.54286 0.58848 -1.22827 -0.13 -0.09 0.02
O -0.01060 0.54981 1.75291 0.09 0.10 0.44
H 0.47615 -1.75927 0.42962 0.12 0.00 -0.14
H 0.47924 -1.62060 -1.33704 0.03 -0.04 0.08
H 2.25485 -0.18913 0.17872 -0.37 0.31 0.06
H -1.40743 -0.05034 -1.25091 0.05 -0.07 0.36
C 1.29856 0.13071 -0.26396 -0.21 0.09 -0.10
C 0.50976 1.11951 0.56688 -1.31 -0.37 -0.89

=====

[5]
21
Properties=species:S:1:pos:R:3:forces:R:3 method="wB97M-V/def2-TZVPD" orbital_gap_ev=10.0 spin_multiplicity=1 largest_force_ev_per_a=4.3 total_charge=+1
C -2.73759 1.12195 -1.02084 -0.08 -1.71 2.77
H -0.18604 -0.25013 -1.68828 -0.58 0.59 -0.88
H 4.47889 -1.21921 -0.50495 0.65 0.24 0.94
N -1.58441 0.50832 -0.22033 -0.82 1.43 -1.91
H -2.55564 1.44673 -2.03199 0.73 0.33 0.06
H -3.37713 0.21632 -1.06360 -0.46 1.00 -0.16
C -1.79495 0.07281 1.14240 -0.19 -0.50 1.86
C 3.17184 0.57298 -0.17302 2.14 -2.76 -0.14
H -2.78766 -0.54569 1.08995 1.90 1.02 0.90
H 0.34802 -0.31467 2.02136 0.39 1.46 1.02
H 3.06020 -0.97700 -1.48347 -0.15 -0.12 -1.04
N -0.00762 -0.95464 0.18397 2.63 -1.23 -3.14
H -3.12156 1.87203 -0.29046 -0.10 -0.36 -1.23
C -0.63530 -0.18575 -0.72070 3.03 -1.90 0.81
H -0.67251 -1.70416 2.03471 0.04 0.88 -0.74
C 3.66429 -0.56144 -0.70788 -1.73 0.86 0.01
H 2.39127 1.06291 -0.63168 -1.79 0.90 -0.89
H 0.98040 -1.34162 0.04841 -2.02 0.84 -0.26
H -1.75418 0.92777 1.84334 -1.04 -0.37 -0.46
H 3.56503 0.99943 0.69423 0.81 0.83 1.12
C -0.44536 -0.74693 1.47882 -3.35 -1.44 1.36

=====

[6]
87
Properties=species:S:1:pos:R:3:forces:R:3 method="wB97M-V/def2-TZVPD" orbital_gap_ev=8.4 spin_multiplicity=1 largest_force_ev_per_a=1.3 total_charge=0
C 2.74597 1.74552 -1.49284 0.18 -0.40 -0.24
H -1.23493 -2.67007 -1.03699 0.00 -0.11 0.11
N 1.31575 -0.08498 1.59050 -0.04 0.02 -0.08
N -2.86433 2.00358 -0.53065 0.04 -0.15 -0.15
H -4.63278 3.58038 1.88409 -0.02 -0.01 -0.04
O 4.97064 1.68045 -3.55724 -0.15 0.07 0.01
H 0.96995 2.66966 3.61607 0.10 -0.18 0.16
H -6.83177 2.24238 -0.10575 0.05 0.09 0.07
H 0.48414 -1.09635 -1.49661 0.09 0.06 -0.36
H 1.60650 -2.09848 -1.12038 0.40 -0.08 -0.36
C -3.14083 -1.37958 3.21798 0.13 -0.35 -0.15
C -0.58810 -3.46861 -1.42683 0.15 -0.03 -0.19
H 1.03639 -3.91911 2.35154 -0.11 -0.07 -0.05
O -5.20699 1.76123 1.08800 0.24 -0.04 -0.10
H 3.11388 0.24695 3.47923 -0.01 -0.10 -0.03
C 6.12882 1.08305 -4.07961 0.20 0.01 -0.22
H -2.09874 4.25688 1.89581 -0.27 0.07 -0.02
H -1.99372 1.47347 -0.49841 0.07 -0.02 0.04
O -1.36422 -4.56115 -1.87323 -0.14 0.04 -0.11
C -2.11229 3.82288 0.89464 0.70 0.18 -0.05
C 0.30631 -3.85495 3.16986 0.38 -0.11 0.12
H 2.88865 0.79235 -0.97493 -0.10 -0.01 -0.03
H 3.05117 3.64068 1.97456 -0.02 -0.10 -0.05
N 1.13632 -1.75133 -1.96215 -0.79 -0.18 0.96
H 2.00945 -4.19498 -2.35421 0.02 -0.10 -0.03
H -2.95488 -3.34252 -2.39844 -0.02 0.02 -0.06
H 6.90780 1.84194 -4.13037 -0.02 0.00 0.17
C 1.24929 -3.92473 -3.09084 -0.04 0.11 -0.09
N 1.41190 0.85094 -3.37835 -0.15 0.21 0.28
C 0.67903 1.68938 3.22395 0.01 0.70 -0.27
H 0.85559 -3.92786 4.10970 -0.06 0.06 -0.03
C -6.58599 1.90772 0.91033 -0.56 -0.03 0.07
H 4.70046 2.93508 1.86721 -0.17 -0.01 -0.11
H 3.75981 0.85376 1.91322 -0.01 -0.33 0.12
C -2.38221 -4.19253 -2.78546 0.17 -0.07 0.19
H 0.68425 0.06501 0.80369 0.02 -0.02 0.08
H 1.47907 -0.12403 -3.04606 -0.11 0.04 -0.11
C -3.04894 2.64941 0.76800 0.12 -0.35 0.23
H -0.29135 1.84687 2.74540 -0.09 -0.27 0.10
C 3.08129 1.05709 2.75240 0.27 0.62 -0.16
H -7.06489 0.94190 1.07019 0.16 -0.05 -0.01
H -2.78888 1.95695 1.58912 -0.09 0.02 -0.03
C 1.67827 1.20897 2.18661 -0.23 -0.58 -0.24
H -1.88023 -3.35115 1.87785 0.14 -0.09 0.33
H 0.69227 -4.81795 -3.37073 0.01 -0.03 0.04
C 2.66676 1.53291 -3.00472 -0.07 0.29 0.08
H 1.74833 -3.53458 -3.97847 0.09 -0.01 0.04
H -2.29196 4.59466 0.14390 -0.17 0.01 0.06
H 4.10557 -0.05604 -2.79835 0.07 0.23 0.02
H 3.62412 2.35970 -1.29598 -0.14 0.14 0.20
H -0.39109 -4.69692 3.11155 -0.02 0.00 -0.09
H 2.71239 2.51567 -3.48456 -0.24 -0.06 -0.09
C -4.50426 2.98583 0.96848 -0.09 0.15 0.18
H -0.30039 -2.45921 -3.29293 0.04 0.02 0.01
H -3.73932 -0.47026 3.27733 0.05 0.06 0.09
C 3.89832 3.25242 2.54983 0.42 0.31 0.11
C -1.20765 -2.49073 2.03349 -0.04 -0.20 -0.59
H 0.03106 -3.87985 -0.62418 -0.02 0.16 0.10
F -0.37830 0.42889 -0.70210 -0.08 0.57 -0.90
H 1.30560 0.83456 -4.38641 0.15 -0.08 -0.03
H 6.46166 0.25048 -3.45035 0.04 -0.01 -0.06
H -3.04009 -5.05197 -2.88693 -0.04 -0.01 -0.03
H -7.02073 2.60786 1.63749 0.08 0.05 -0.10
H 0.81742 -0.65527 2.26776 0.15 -0.06 0.04
H -1.96864 -3.94585 -3.76849 -0.07 0.05 -0.02
H -4.89789 3.57072 0.12637 0.09 -0.04 -0.07
H -1.37540 -0.42138 2.43714 0.00 -0.17 0.35
C -2.04943 -1.24927 2.17040 -0.09 0.86 -0.53
N -2.63363 -0.92412 0.84150 0.32 -0.43 0.56
H 1.70525 1.91234 1.34867 0.04 0.14 0.11
H 1.83859 2.18824 -1.08065 0.09 0.25 0.00
H 0.59623 0.98041 4.04736 -0.09 -0.03 0.04
H -0.59373 -2.44919 1.12032 0.00 0.22 0.09
H -3.16713 -0.07239 0.97614 -0.18 -0.08 -0.14
C 0.33023 -2.87310 -2.49763 0.13 0.11 -0.11
H -3.80784 -2.20325 2.94771 -0.01 0.04 -0.02
O -0.36370 -2.62406 3.15246 -0.37 0.00 0.26
H -1.08772 3.46188 0.73545 -0.11 0.02 -0.07
H 3.72318 0.27697 -4.45503 -0.09 0.41 -0.12
O 3.55418 2.21738 3.42726 -0.18 -0.16 0.17
H 4.29751 4.07254 3.15133 -0.09 -0.07 -0.01
H -3.58179 1.29024 -0.63510 -0.07 0.13 -0.08
H -2.69856 -1.61016 4.18765 -0.06 0.13 0.05
H -1.84460 -0.66778 0.24752 -0.16 0.13 -0.11
Li -0.20446 1.44757 -2.23996 0.11 -0.65 0.74
C 3.89005 0.78269 -3.48856 0.24 -0.78 0.05
H 5.96496 0.72734 -5.10656 -0.07 -0.12 0.12